16
Properties=species:S:1:pos:R:3 method="wB97M-V/def2-TZVPD" lumo_ev="-0.2 / -3.2" multiplicity=3 s_squared=2.0234 orbital_gap_ev="6.39 / 7.17" charge=0
C -0.12 -0.56 -0.31
C 1.68 -1.29 0.85
C 1.70 -0.32 -0.10
C -0.76 0.51 0.23
C -2.05 0.91 -0.46
N -0.37 1.34 1.29
O -0.36 -1.44 -1.07
O 0.59 1.02 1.99
O -1.04 2.34 1.49
H 1.59 -1.03 1.90
H 1.69 -2.34 0.60
H 1.85 0.70 0.21
H 2.00 -0.55 -1.11
H -1.86 1.70 -1.19
H -2.74 1.31 0.29
H -2.49 0.06 -0.96

9
Properties=species:S:1:pos:R:3 method="wB97M-V/def2-TZVPD" lumo_ev=4.5 orbital_gap_ev=7.48 charge=-1
C 1.91 -0.08 -0.09
C -0.34 -0.34 -0.40
N -1.38 0.69 -0.29
N -0.98 0.00 0.84
O 2.47 -1.09 -0.14
O 2.10 1.05 0.17
H -0.87 -1.20 -0.94
H -1.12 1.65 -0.21
H -1.79 -0.67 1.07

97
Properties=species:S:1:pos:R:3 method="wB97M-V/def2-TZVPD" lumo_ev="-8.5 / -12.0" multiplicity=5 s_squared=6.0242 orbital_gap_ev="6.10 / 2.59" charge=+3
Pt 0.56 0.64 -0.73
C 1.76 0.43 4.73
N 1.01 0.49 3.48
C 1.48 0.52 2.24
N 0.45 0.43 1.39
C -0.65 0.33 2.20
N -0.33 0.36 3.47
C 2.24 -0.97 5.03
C 3.27 -1.16 5.95
C 3.66 -2.44 6.30
C 3.04 -3.55 5.74
C 2.03 -3.36 4.80
C 1.63 -2.07 4.45
C 1.31 -4.50 4.24
N 1.17 -5.68 4.72
N 0.30 -6.35 3.86
C -0.02 -5.52 2.95
O 0.59 -4.31 3.10
C -0.95 -5.68 1.83
C -2.07 -6.50 2.00
C -2.98 -6.63 0.96
C -2.78 -5.95 -0.23
C -1.65 -5.15 -0.41
C -1.40 -4.60 -1.79
N -0.86 -3.22 -1.83
C -0.83 -2.26 -0.93
N -0.31 -1.16 -1.50
C -0.04 -1.55 -2.78
N -0.37 -2.79 -3.01
C -0.73 -5.03 0.63
H 1.08 0.80 5.50
H 2.59 1.13 4.65
H 2.52 0.59 1.99
H -1.66 0.25 1.84
H 3.75 -0.31 6.41
H 4.45 -2.59 7.03
H 3.33 -4.55 6.01
H 0.80 -1.96 3.77
H -2.21 -7.02 2.93
H -3.85 -7.26 1.08
H -3.50 -6.05 -1.03
H -2.31 -4.59 -2.37
H -0.66 -5.20 -2.33
H -1.18 -2.36 0.08
H 0.41 -0.92 -3.53
H 0.18 -4.45 0.50
C 0.54 5.15 0.34
Si -1.13 4.44 -0.07
C -2.18 5.69 -0.95
C -1.97 3.73 1.43
As -0.84 2.55 -1.62
Si 0.04 3.22 -3.81
C 1.87 3.54 -3.64
C -0.30 1.83 -5.00
C -0.90 4.77 -4.22
Si -3.07 1.50 -1.84
C -4.25 2.92 -2.02
C -3.11 0.40 -3.33
C -3.34 0.56 -0.25
H 0.39 6.13 0.81
H 1.16 5.32 -0.55
H 1.08 4.54 1.06
H -2.28 6.53 -0.25
H -3.18 5.34 -1.18
H -1.73 6.09 -1.85
H -2.05 4.51 2.20
H -1.40 2.91 1.87
H -2.98 3.40 1.21
H 2.43 2.62 -3.45
H 2.11 4.28 -2.88
H 2.20 3.93 -4.60
H -0.09 0.85 -4.58
H 0.33 1.96 -5.88
H -1.34 1.84 -5.34
H -0.54 5.63 -3.66
H -1.98 4.68 -4.09
H -0.72 4.98 -5.28
H -3.95 3.65 -2.77
H -4.45 3.43 -1.08
H -5.20 2.49 -2.37
H -3.18 0.97 -4.25
H -4.03 -0.20 -3.26
H -2.28 -0.30 -3.41
H -3.34 1.20 0.63
H -2.60 -0.23 -0.12
H -4.32 0.07 -0.30
Cl 2.76 2.99 -0.37
C 3.47 1.59 -0.98
C 2.67 0.43 -1.04
C 3.35 -0.74 -1.29
Cl 2.63 -2.26 -1.10
C 4.76 -0.74 -1.67
Cl 5.51 -2.17 -2.06
C 5.49 0.47 -1.72
Cl 7.12 0.47 -2.18
C 4.86 1.64 -1.34
Cl 5.68 3.11 -1.32

19
Properties=species:S:1:pos:R:3 method="wB97M-V/def2-TZVPD" lumo_ev=0.7 orbital_gap_ev=9.69 charge=0
C 1.43 1.10 0.05
C 2.45 0.13 -0.19
C 0.15 0.75 0.07
C -0.33 -0.60 -0.02
C -1.14 1.65 -0.11
C -1.32 -1.09 1.06
C -0.40 -1.11 -1.26
N 2.47 -1.06 0.27
H 1.58 2.09 -0.14
H 3.47 0.35 -0.66
H -1.59 1.28 -0.99
H -1.14 2.74 -0.16
H -1.85 1.35 0.69
H -0.92 -1.06 2.08
H -1.63 -2.12 0.80
H -2.17 -0.42 1.05
H 1.49 -1.27 0.95
H 0.20 -0.63 -2.08
H -0.76 -2.07 -1.40

19
Properties=species:S:1:pos:R:3 method="wB97M-V/def2-TZVPD" lumo_ev=3.7 orbital_gap_ev=6.41 charge=-1
C -1.34 -2.95 0.42
N -0.35 -2.16 -0.29
C 0.04 -0.98 0.43
C 0.68 0.12 -0.47
S 0.79 1.75 0.28
C 0.91 -1.22 1.67
H -1.18 -2.93 1.50
H -2.29 -2.41 0.31
H -1.50 -3.93 -0.03
H 0.49 -2.69 -0.50
H -0.88 -0.46 0.75
H 1.68 -0.32 -0.64
H 0.14 0.13 -1.41
H 0.38 -1.49 2.59
H 1.38 -0.24 1.85
H 1.70 -1.93 1.42
H -0.83 2.62 -1.54
H -0.48 3.48 -2.70
O -1.25 3.26 -2.15

10
Properties=species:S:1:pos:R:3 method="wB97M-V/def2-TZVPD" lumo_ev=4.0 smiles="O=[S@]([O-])(=CF)OP" orbital_gap_ev=7.95 charge=-1
C 1.79 -1.25 -0.38
O -0.96 -1.26 0.20
O 0.10 0.98 0.38
O -0.18 -0.31 -1.91
F 2.04 -1.54 0.95
P -1.28 1.74 0.83
S 0.09 -0.62 -0.52
H 2.32 -0.24 -0.44
H -1.94 1.92 -0.41
H -1.97 0.57 1.30

27
Properties=species:S:1:pos:R:3 method="wB97M-V/def2-TZVPD" lumo_ev=0.9 smiles=Cc1ccc(O)cc1.CCC orbital_gap_ev=9.22 charge=0
C 0.82 2.69 1.58
C 1.24 2.68 0.09
C -0.30 1.74 1.94
H 0.63 3.73 1.83
H 1.72 2.47 2.16
H 1.47 1.63 -0.11
H 0.42 3.02 -0.54
H -1.20 1.89 1.34
H -0.49 1.80 3.01
H 2.06 3.37 -0.07
H -0.02 0.70 1.75
C -0.44 -2.55 1.46
C -1.38 -2.42 -0.87
C -0.46 -1.97 0.07
C -1.40 -1.87 -2.15
C 0.40 -0.92 -0.26
C -0.37 -1.01 -2.51
C 0.57 -0.59 -1.59
O -0.38 -0.57 -3.82
H -2.16 -3.11 -0.60
H -2.22 -2.01 -2.84
H 0.22 -2.00 2.14
H -0.06 -3.58 1.44
H 1.02 -0.56 0.55
H 1.32 0.12 -1.94
H 0.44 -0.10 -4.00
H -1.43 -2.58 1.92

44
Properties=species:S:1:pos:R:3 method="wB97M-V/def2-TZVPD" lumo_ev="-3.6 / -4.7" multiplicity=2 s_squared=0.7963 orbital_gap_ev="7.12 / 6.16" charge=+1
Cu 0.02 0.74 0.08
C -3.59 -3.48 -0.03
C -3.18 -2.59 0.95
C -2.02 -1.85 0.77
C -1.24 -2.02 -0.39
C -1.68 -2.91 -1.38
C -2.85 -3.62 -1.20
N -0.12 -1.25 -0.50
C 0.92 -1.63 -1.32
C 1.27 -2.95 -1.61
C 2.35 -3.22 -2.43
C 3.10 -2.19 -2.99
C 2.79 -0.87 -2.71
C 1.72 -0.60 -1.87
N 1.35 0.69 -1.46
N 1.45 1.64 -2.25
C 0.88 2.83 -1.70
C 1.26 4.05 -2.23
C 0.66 5.19 -1.72
C -0.29 5.05 -0.72
C -0.61 3.78 -0.27
N -0.05 2.67 -0.75
H -4.50 -4.05 0.10
H -3.76 -2.47 1.85
H -1.69 -1.15 1.52
H -1.13 -3.00 -2.31
H -3.20 -4.29 -1.98
H 0.71 -3.76 -1.16
H 2.62 -4.25 -2.63
H 3.93 -2.42 -3.63
H 3.36 -0.05 -3.12
H 2.00 4.08 -3.02
H 0.93 6.16 -2.10
H -0.79 5.91 -0.30
H -1.37 3.64 0.49
C -0.59 0.90 5.44
C 0.71 0.94 4.63
C 0.46 0.90 3.20
N 0.24 0.87 2.08
H -0.35 0.94 6.50
H -1.14 -0.02 5.25
H -1.23 1.75 5.20
H 1.36 0.09 4.87
H 1.28 1.85 4.83

67
Properties=species:S:1:pos:R:3 method="wB97M-V/def2-TZVPD" lumo_ev="2.1 / 2.1" multiplicity=2 s_squared=0.7577 orbital_gap_ev="7.66 / 7.59" charge=-1
Ru -0.33 -0.31 -0.29
C 2.12 -0.29 4.83
C 2.23 -1.20 3.79
C 1.28 -1.23 2.78
C 0.21 -0.36 2.83
C 0.09 0.56 3.87
C 1.05 0.59 4.86
N -0.76 -0.38 1.77
N -1.94 -0.25 2.16
C -2.85 -0.19 1.11
C -4.21 -0.12 1.40
C -5.11 -0.07 0.35
C -4.62 -0.07 -0.96
C -3.26 -0.13 -1.23
C -2.33 -0.19 -0.20
H 2.87 -0.26 5.61
H 3.07 -1.89 3.75
H 1.35 -1.94 1.97
H -0.73 1.27 3.85
H 0.97 1.32 5.66
H -4.54 -0.12 2.43
H -6.17 -0.02 0.54
H -5.32 -0.03 -1.79
H -2.92 -0.12 -2.26
Br -2.06 2.54 -3.84
C -1.99 3.28 -2.09
C -2.79 4.38 -1.82
C -2.69 4.94 -0.56
C -1.80 4.39 0.35
C -1.07 3.28 -0.02
N -1.17 2.72 -1.24
C -0.08 2.67 0.97
O 0.12 3.30 2.01
O 0.46 1.57 0.65
H -3.45 4.77 -2.58
H -3.29 5.81 -0.30
H -1.66 4.79 1.34
S 3.84 -2.30 -0.51
C 4.18 -0.61 -0.71
C 5.41 0.01 -0.90
C 5.42 1.38 -1.10
C 4.23 2.11 -1.11
C 3.01 1.50 -0.91
C 2.99 0.12 -0.70
N 1.86 -0.66 -0.51
C 2.15 -1.92 -0.43
C 1.07 -2.88 -0.28
C 1.29 -4.26 -0.23
C 0.21 -5.11 -0.08
C -1.07 -4.58 0.01
C -1.28 -3.21 -0.04
C -0.22 -2.32 -0.19
H 6.33 -0.56 -0.91
H 6.36 1.89 -1.25
H 4.26 3.18 -1.28
H 2.08 2.04 -0.91
H 2.29 -4.65 -0.31
H 0.36 -6.18 -0.05
H -1.92 -5.25 0.12
H -2.29 -2.83 0.02
F -1.49 -0.68 -4.74
Te 0.09 -1.09 -3.83
F 1.77 -1.67 -3.21
F 0.91 0.41 -4.57
F 0.57 -1.94 -5.43
F -0.61 -2.76 -3.35
O -0.49 -0.23 -2.34

26
Properties=species:S:1:pos:R:3 method="wB97M-V/def2-TZVPD" lumo_ev=-3.8 orbital_gap_ev=9.93 charge=+1
C 2.17 -0.53 0.59
C 2.68 0.49 -0.38
C -1.51 -1.97 -0.14
C -0.41 2.15 0.46
C -1.52 -1.55 1.15
C -1.08 1.20 1.07
C -2.17 -3.16 -0.78
C -1.06 3.52 0.10
C 3.19 0.13 -1.57
O 0.76 -0.61 0.47
S -0.35 -0.36 1.58
H 2.37 -1.59 0.25
H 2.32 -0.40 1.59
H 2.53 1.47 -0.01
H -0.73 -1.50 -0.78
H 0.62 1.93 0.19
H -2.01 -2.05 1.89
H -2.15 1.43 1.43
H -1.44 -3.43 -1.43
H -3.09 -2.72 -1.39
H -2.63 -3.86 -0.13
H -0.21 4.10 -0.44
H -1.37 4.07 0.99
H -1.82 3.36 -0.64
H 3.21 -0.97 -1.83
H 3.69 0.85 -2.24

8
Properties=species:S:1:pos:R:3 method="wB97M-V/def2-TZVPD" lumo_ev=-8.4 orbital_gap_ev=6.71 charge=+1
Zn 0.35 2.12 1.84
I -0.02 0.18 1.08
O 0.96 -2.05 -0.29
H 0.28 -1.58 0.19
H 1.78 -1.78 0.12
O -1.48 1.10 -1.09
H -0.67 1.31 -1.56
H -1.19 0.70 -0.28

87
Properties=species:S:1:pos:R:3 method="wB97M-V/def2-TZVPD" lumo_ev=0.0 smiles=CC(C)O.CC(C)O.CC(C)O.CCO.CCO.CCO.CCO.CCO.O.O orbital_gap_ev=9.28 charge=0
C 0.58 -3.83 -0.96
C 1.74 -4.04 -0.07
O 1.38 -4.22 1.30
H -0.02 -2.97 -0.67
H -0.07 -4.70 -0.79
H 0.92 -3.66 -1.98
H 2.52 -3.28 -0.19
H 2.16 -5.00 -0.35
H 2.12 -4.41 1.89
C -2.88 -0.64 -0.68
C -3.66 -1.79 -1.34
O -3.16 -2.11 -2.57
H -3.29 -0.30 0.27
H -2.90 0.30 -1.22
H -1.83 -0.95 -0.62
H -4.75 -1.72 -1.44
H -3.48 -2.63 -0.67
H -3.48 -2.98 -2.81
C 1.13 3.64 -3.56
C 2.47 2.89 -3.35
O 3.54 3.56 -3.91
H 0.34 3.17 -2.97
H 0.91 3.46 -4.62
H 1.11 4.71 -3.36
H 2.37 1.91 -3.83
H 2.68 2.74 -2.29
H 4.32 3.46 -3.35
C -0.59 -0.20 -3.66
C -1.71 0.14 -4.70
O -2.93 0.18 -3.92
H -0.13 0.70 -3.25
H 0.09 -0.76 -4.31
H -0.96 -0.88 -2.90
H -1.78 -0.69 -5.41
H -1.51 1.02 -5.30
H -3.04 -0.75 -3.71
C 2.82 4.91 0.45
C 3.69 3.89 1.19
O 4.53 3.14 0.41
H 2.13 5.46 1.10
H 2.36 4.21 -0.25
H 3.23 5.65 -0.23
H 3.18 3.26 1.92
H 4.51 4.47 1.61
H 4.32 2.20 0.36
O 4.49 -1.32 1.51
H 3.97 -1.82 2.14
H 5.35 -1.25 1.91
O 0.73 0.44 5.19
H 0.44 -0.34 4.73
H -0.03 0.69 5.73
C -1.79 -4.36 1.76
C -1.35 -5.28 2.98
C -1.24 -4.55 4.27
O -2.25 -6.31 3.19
H -1.33 -3.38 1.64
H -2.85 -4.13 1.70
H -1.68 -4.92 0.84
H -0.41 -5.71 2.64
H -1.03 -5.26 5.08
H -2.11 -3.96 4.55
H -0.31 -3.98 4.26
H -2.05 -6.93 2.48
C 0.50 0.92 -0.40
C 1.33 0.54 0.73
C 1.13 -0.87 1.28
O 2.71 0.67 0.35
H -0.57 1.09 -0.28
H 0.48 0.17 -1.19
H 0.89 1.76 -0.97
H 1.13 1.18 1.59
H 0.09 -1.11 1.48
H 1.61 -1.11 2.23
H 1.55 -1.50 0.50
H 3.04 -0.17 0.68
C -2.24 2.86 2.10
C -2.99 3.68 1.05
C -2.08 4.73 0.32
O -3.52 2.68 0.17
H -2.73 2.74 3.06
H -1.30 3.33 2.37
H -1.93 1.84 1.86
H -3.82 4.30 1.41
H -2.69 5.49 -0.17
H -1.34 4.36 -0.39
H -1.55 5.32 1.07
H -3.26 2.92 -0.73

18
Properties=species:S:1:pos:R:3 method="wB97M-V/def2-TZVPD" lumo_ev=0.7 smiles="C[Si](C)(O)O.C=N" orbital_gap_ev=10.68 charge=0
C -3.30 -0.47 0.19
C 2.25 1.46 0.27
C 1.78 -1.52 -0.48
N -3.54 0.67 -0.27
O -0.09 -0.01 1.18
O -0.01 0.54 -1.36
Si 0.93 0.14 -0.10
H -0.90 0.85 -1.19
H -4.04 -1.24 0.40
H -2.27 -0.72 0.40
H 2.80 1.24 1.18
H 2.98 1.53 -0.53
H 1.81 2.45 0.39
H 2.25 -1.94 0.40
H 1.06 -2.25 -0.83
H 2.54 -1.42 -1.24
H -4.52 0.88 -0.46
H 0.26 -0.20 2.05

18
Properties=species:S:1:pos:R:3 method="wB97M-V/def2-TZVPD" lumo_ev=0.6 smiles="C=C(C)C.O.O" orbital_gap_ev=9.74 charge=0
C 1.04 -0.42 0.51
C -0.20 0.10 0.00
C -1.32 -0.22 0.71
C -0.30 0.89 -1.30
H 1.08 -1.52 0.41
H 0.96 -0.36 1.67
H 1.82 0.26 0.12
H -2.32 -0.01 0.35
H -1.33 -0.68 1.62
H 0.70 1.24 -1.63
H -0.99 1.74 -1.03
H -0.98 0.42 -2.07
H 0.44 -2.79 -1.22
H -0.58 -2.24 -2.08
O -0.45 -3.01 -1.56
H 1.39 2.52 1.36
H 0.21 1.71 2.03
O 0.83 2.38 2.13

The following total energy values (in a.u.) correspond, in order, to the records above: -474.91360 -337.92597 -7396.40643 -327.95561 -687.80825 -1105.00078 -465.85975 -2686.96279 -5472.68659 -824.94066 -2229.47089 -1510.92949 -615.72258 -310.01000.
The following energy relative to the best compared isomer or geometry (same formula, charge and spin) values (in kcal per mole) correspond, in order, to the records above: 88.0 52.3 3.1 83.1 12.4 39.6 23.9 0.0 0.0 14.8 13.8 92.3 16.4 39.5.